{"formula": "C18H43O7S", "method": "ωB97M-V/def2-TZVPD", "symbols": ["C", "O", "C", "C", "C", "C", "C", "C", "C", "C", "C", "C", "C", "S", "O", "O", "O", "H", "H", "H", "H", "H", "H", "H", "H", "H", "H", "H", "H", "H", "H", "H", "H", "H", "H", "H", "H", "H", "H", "H", "H", "H", "C", "C", "O", "H", "H", "H", "H", "H", "H", "C", "C", "O", "H", "H", "H", "H", "H", "H", "C", "C", "O", "H", "H", "H", "H", "H", "H"], "coordinates": [[2.348, -2.648, -0.852], [2.710, -1.882, -1.972], [1.571, -1.319, -2.653], [1.879, 0.143, -2.931], [1.000, 0.838, -4.015], [-0.173, 0.046, -4.592], [-1.350, -0.181, -3.632], [-1.680, 1.015, -2.743], [-3.050, 0.864, -2.075], [-3.180, -0.372, -1.150], [-4.169, -1.449, -1.644], [-3.527, -2.585, -2.458], [-4.264, -3.925, -2.280], [-4.030, -4.946, -3.743], [-4.560, -6.258, -3.393], [-4.756, -4.235, -4.793], [-2.569, -4.933, -3.935], [2.012, -2.020, -0.016], [1.563, -3.378, -1.073], [3.232, -3.193, -0.519], [1.394, -1.913, -3.549], [0.725, -1.390, -1.967], [2.926, 0.230, -3.210], [1.757, 0.695, -2.005], [0.676, 1.807, -3.636], [1.660, 1.061, -4.858], [0.143, -0.916, -4.995], [-0.551, 0.614, -5.449], [-2.245, -0.433, -4.204], [-1.144, -1.049, -3.006], [-1.668, 1.928, -3.347], [-0.927, 1.155, -1.960], [-3.303, 1.764, -1.512], [-3.786, 0.749, -2.876], [-2.211, -0.853, -1.004], [-3.561, -0.019, -0.189], [-4.932, -0.979, -2.268], [-4.683, -1.888, -0.784], [-3.596, -2.342, -3.518], [-2.488, -2.754, -2.182], [-3.765, -4.476, -1.480], [-5.322, -3.793, -2.063], [4.952, 2.153, 0.638], [4.701, 1.438, -0.678], [3.590, 1.994, -1.375], [4.072, 2.108, 1.271], [5.792, 1.706, 1.174], [5.174, 3.210, 0.469], [4.459, 0.389, -0.508], [5.589, 1.483, -1.319], [3.783, 2.920, -1.553], [1.892, 2.181, 5.019], [2.633, 1.888, 3.730], [3.682, 2.827, 3.480], [1.467, 3.186, 4.992], [1.088, 1.469, 5.183], [2.574, 2.137, 5.873], [1.958, 1.951, 2.878], [3.057, 0.878, 3.757], [4.301, 2.778, 4.214], [-1.110, 1.627, 9.026], [-0.728, 2.309, 7.726], [-0.681, 1.391, 6.638], [-0.402, 0.831, 9.259], [-1.124, 2.338, 9.854], [-2.100, 1.172, 8.947], [0.267, 2.747, 7.801], [-1.437, 3.111, 7.494], [-1.555, 1.000, 6.542]], "atomic_forces_ev_per_a": [[0.1, -0.2, 0.2], [-0.1, 0.1, -0.1], [0.6, 0.1, 0.6], [-0.8, 0.1, -0.3], [0.7, -0.5, -0.2], [-0.5, 0.4, 0.1], [0.2, 0.1, 0.2], [-0.2, 0.0, 0.1], [0.2, -0.5, -0.2], [-0.6, 0.2, -0.2], [0.5, -0.2, 0.0], [-0.9, -0.1, -0.1], [0.8, 0.1, 0.0], [0.7, 0.2, -0.1], [-0.2, 0.0, 0.0], [-0.1, -0.2, 0.0], [-0.6, 0.0, 0.1], [-0.1, 0.1, -0.1], [0.0, 0.0, -0.1], [0.0, 0.0, 0.0], [-0.2, 0.0, 0.0], [-0.2, -0.1, -0.3], [0.1, -0.1, 0.0], [0.2, -0.1, 0.2], [-0.2, 0.0, 0.0], [0.0, 0.1, 0.0], [0.1, 0.0, 0.0], [0.0, 0.0, 0.0], [0.0, -0.1, -0.1], [-0.1, -0.1, 0.0], [0.0, 0.0, 0.0], [0.1, -0.1, -0.1], [0.0, 0.1, -0.1], [-0.1, 0.2, 0.0], [0.1, 0.1, 0.2], [0.3, 0.0, 0.2], [-0.2, 0.0, 0.1], [0.0, 0.0, 0.1], [0.4, 0.1, 0.0], [0.1, 0.2, -0.1], [-0.3, -0.1, 0.2], [-0.1, -0.1, -0.1], [0.0, -0.1, -0.2], [0.1, 0.2, 0.0], [0.1, 0.2, 0.1], [0.0, 0.0, 0.0], [0.0, 0.0, 0.0], [0.1, 0.0, 0.0], [0.0, 0.0, -0.1], [0.0, -0.1, 0.0], [0.0, 0.0, 0.0], [0.2, 0.1, -0.1], [0.2, 0.0, 0.2], [-0.1, 0.1, 0.1], [0.0, 0.0, 0.0], [0.0, 0.0, 0.0], [0.0, -0.1, 0.0], [0.1, 0.0, 0.0], [-0.1, -0.1, -0.1], [0.0, 0.0, 0.0], [0.1, -0.1, 0.0], [-0.2, -0.1, 0.0], [-0.1, 0.0, 0.1], [0.0, 0.0, 0.0], [0.0, 0.0, 0.0], [0.0, 0.1, 0.0], [0.0, 0.0, -0.1], [0.1, 0.1, 0.1], [0.0, 0.0, 0.0]], "fmax_ha_per_bohr": 0.0186, "total_charge": -1, "homo_ev": -4.79}